No. 1
9
Properties=species:S:1:pos:R:3:forces:R:3 method="wB97M-V/def2-TZVPD" total_charge=0 homo_ev=-10.20 energy_ev=-12762.2625 gap_ev=10.83 e_above_lowest_kcal_mol=75.2 multiplicity=1
C 2.9468 -0.4226 -0.0632 -0.54 0.69 -0.79
C 3.0040 -1.6039 -0.0041 0.77 -0.79 0.79
C 0.6835 1.3646 -0.4730 -0.26 0.23 -0.53
N 0.1096 1.3223 0.5319 0.16 0.14 -0.19
I -6.0971 0.0129 0.0911 0.19 0.04 1.06
H 2.5764 0.4707 -0.4371 0.13 1.36 -0.11
H -6.3845 -0.0403 -1.4385 -0.19 -0.04 -1.06
H 3.3535 -2.5157 0.3302 0.12 -1.58 0.12
H -0.1924 1.4120 1.4627 -0.39 -0.06 0.70

=====

No. 2
12
Properties=species:S:1:pos:R:3:forces:R:3 method="wB97M-V/def2-TZVPD" total_charge=-1 homo_ev="-2.99 / -5.24" energy_ev=-28251.2717 gap_ev="5.41 / 6.94" multiplicity=3
C -1.0823 -1.3672 0.5446 -2.03 -0.11 -0.01
C -0.6773 -0.5887 -0.7027 -0.31 4.46 3.76
C -2.0676 -0.8445 -0.4950 -1.27 0.53 1.56
O 2.1988 1.7626 1.5413 0.87 0.31 0.23
O 3.2841 0.3985 -0.2975 1.27 -0.95 0.64
O 2.3658 2.5396 -0.8732 0.13 0.29 1.03
S 2.3612 1.4356 0.1219 -2.30 0.35 -1.90
I -3.6142 0.5666 0.0553 0.78 -0.71 -0.51
H -1.0530 -2.4742 0.4613 0.45 0.84 0.65
H -1.2168 -0.8273 1.5473 0.77 -1.18 -1.57
H -0.2650 0.4655 -0.4567 -0.58 -1.77 -0.78
H -0.2337 -1.0665 -1.4465 2.22 -2.05 -3.10

=====

No. 3
12
Properties=species:S:1:pos:R:3:forces:R:3 method="wB97M-V/def2-TZVPD" total_charge=0 homo_ev="-4.80 / -5.40" energy_ev=-25841.8728 gap_ev="3.67 / 4.55" e_above_lowest_kcal_mol=111.7 multiplicity=1
H 0.2064 -2.5732 -0.3737 -0.17 -0.23 0.37
C 0.2659 -1.6566 0.2603 -0.57 -0.38 -0.74
C -0.3417 -0.5773 -0.6045 -0.40 1.64 1.38
O -0.1641 0.6539 -0.0823 0.03 -0.10 -0.89
C -1.5501 2.0094 -0.2415 -0.74 -0.65 -0.30
O -1.1228 3.1169 0.3858 0.66 -0.48 0.78
K 2.2198 0.7080 0.8959 0.23 2.21 0.63
O 1.5618 -1.3482 0.6166 0.95 -1.97 -0.67
H -0.3991 -1.8278 1.1449 0.38 0.03 -0.25
H -1.3742 -0.8100 -0.9286 0.40 0.22 -0.44
H -1.5555 3.9135 0.0493 0.20 -0.21 -0.55
Li 2.2533 -1.6089 -1.1221 -0.98 -0.10 0.67

=====

No. 4
12
Properties=species:S:1:pos:R:3:forces:R:3 method="wB97M-V/def2-TZVPD" total_charge=0 homo_ev=-7.39 energy_ev=-25845.6613 gap_ev=6.87 e_above_lowest_kcal_mol=24.3 multiplicity=1
O 0.3376 2.1111 -0.0984 0.61 0.46 -0.51
C -0.7521 1.7141 0.5422 -0.48 0.23 0.49
C 0.9793 0.9384 -0.6928 -0.01 -0.13 0.13
O -1.6013 2.4453 0.9835 0.22 -0.23 -0.20
O -0.7760 0.3827 0.6376 -0.16 -1.16 0.09
C 0.5575 -0.2020 0.1974 -0.31 -0.36 -0.34
H 2.0613 1.1106 -0.6995 -0.24 -0.02 -0.06
H 0.5993 0.8700 -1.7240 0.09 0.10 0.20
H 1.1995 -0.1787 1.0949 -0.32 0.18 0.00
Li -2.0519 -1.9576 0.3709 0.70 -0.20 0.18
K 0.6757 -3.1224 -0.7770 0.60 0.17 -0.10
H -1.2289 -4.1113 0.1652 -0.70 0.95 0.11

=====

No. 5
10
Properties=species:S:1:pos:R:3:forces:R:3 method="wB97M-V/def2-TZVPD" total_charge=+1 homo_ev=-12.96 energy_ev=-22475.6253 gap_ev=9.40 multiplicity=1
K -0.6807 -1.1206 2.9440 -0.89 -1.63 3.72
N -0.2195 -0.3015 1.0048 0.95 2.11 -3.63
C 0.0454 0.9292 0.5962 0.14 0.29 -0.54
C -0.1494 -1.0790 -0.1264 0.12 -0.22 -0.92
C 0.1606 -0.3112 -1.2281 -0.11 -0.38 0.31
N 0.2810 0.9684 -0.7461 -0.04 0.24 0.48
H 0.0795 1.8203 1.2231 -0.01 -0.33 -0.27
H -0.3258 -2.1541 -0.0909 0.08 0.40 -0.10
H 0.3023 -0.5530 -2.2814 -0.08 0.07 0.53
H 0.5068 1.8015 -1.2951 -0.16 -0.56 0.40

=====

No. 6
10
Properties=species:S:1:pos:R:3:forces:R:3 method="wB97M-V/def2-TZVPD" total_charge=0 homo_ev=-6.61 energy_ev=-9840.7114 gap_ev=5.94 e_above_lowest_kcal_mol=11.3 multiplicity=1
C 0.7012 -0.1704 1.3138 -1.87 -0.23 0.08
C -0.6826 -0.3188 1.3075 1.75 0.27 -0.04
C -0.0151 -0.2322 -1.3876 0.13 0.19 -1.61
O 0.2713 0.9917 -1.6994 -0.36 0.14 0.02
Li -1.4072 0.7556 -2.4845 0.57 -0.29 0.76
H 1.1740 -1.1132 1.6602 -0.11 0.26 -0.18
H -1.3555 0.5159 1.0460 0.27 -0.32 0.02
H -1.2142 -1.2525 1.5628 0.22 0.36 0.00
H 0.9357 -0.8302 -1.3450 -0.42 0.00 0.75
Na 1.5923 1.6541 0.0263 -0.19 -0.36 0.21

=====

No. 7
12
Properties=species:S:1:pos:R:3:forces:R:3 method="wB97M-V/def2-TZVPD" total_charge=+2 homo_ev="-17.47 / -20.14" energy_ev=-12507.3003 gap_ev="7.12 / 7.71" e_above_lowest_kcal_mol=55.2 multiplicity=5
O 1.4120 0.5450 0.0769 -2.25 0.27 0.87
C 0.7676 -0.7026 -0.0840 -1.06 -1.51 0.48
C -0.7283 -0.6634 0.2187 -0.11 -1.57 -0.56
C -1.9039 1.0085 -0.7289 1.40 1.76 0.16
O -1.3825 1.8934 -0.0263 -1.53 -2.98 -2.00
O -1.4857 -0.2265 -1.0571 0.16 1.08 3.55
Rh 3.0654 0.8646 -0.4122 3.87 0.65 -1.19
Li 0.2358 1.7969 0.8054 -0.50 0.77 0.50
H 1.2173 -1.4537 0.5886 0.08 0.49 0.05
H 0.9305 -1.0970 -1.1016 -0.31 0.32 0.16
H -1.2550 -0.2812 1.1075 0.96 1.25 -0.24
H -0.8732 -1.6838 0.6130 -0.70 -0.53 -1.78

=====

No. 8
12
Properties=species:S:1:pos:R:3:forces:R:3 method="wB97M-V/def2-TZVPD" total_charge=0 homo_ev=-6.16 energy_ev=-14213.2580 gap_ev=4.42 e_above_lowest_kcal_mol=58.2 multiplicity=1
O 0.2168 1.4835 0.7946 0.75 -0.50 2.87
C 0.2795 0.2475 1.0365 -2.09 4.00 -5.87
C 0.8405 0.2040 -1.8243 -1.29 -2.65 -1.70
O -0.8010 -0.3944 1.1242 -0.73 -2.22 1.75
O 1.3268 -0.3463 0.4138 1.27 -2.82 0.66
C 1.1178 -0.7686 -0.9069 1.00 3.32 0.56
H 0.9553 -0.1207 -2.8621 0.14 -0.48 0.11
H 0.1384 1.0345 -1.9192 0.89 0.52 1.56
H 1.5356 -1.7589 -1.0945 0.21 0.46 -0.21
Tl -1.4069 -2.0198 -0.6695 -0.19 0.31 0.54
Li -1.5404 1.1450 2.2756 -0.26 0.09 0.15
H -2.6623 1.2941 3.6318 0.28 -0.05 -0.42

=====

No. 9
12
Properties=species:S:1:pos:R:3:forces:R:3 method="wB97M-V/def2-TZVPD" total_charge=+1 homo_ev="-9.87 / -9.87" energy_ev=-10555.2969 gap_ev="4.89 / 4.32" e_above_lowest_kcal_mol=20.3 multiplicity=2
C -1.3781 0.4028 0.1725 -3.85 -0.04 -2.15
C -0.0356 -0.2420 -0.1156 -0.59 -1.19 -0.52
O 0.9539 0.7935 -0.2202 2.26 0.80 -0.31
C 2.2271 0.4689 -0.4167 -0.11 -0.15 -0.07
O 2.5196 -0.7508 -0.5182 2.17 0.29 -0.32
O -1.9967 -0.0772 1.2476 -0.71 -0.96 2.43
H -1.2803 1.5101 0.1707 0.14 -0.36 -0.19
H -0.0819 -0.8152 -1.0535 0.30 0.23 0.20
H 0.2250 -0.9382 0.6958 -0.11 0.37 -0.15
Y 4.8081 0.3034 -0.8338 -3.95 -0.47 0.62
Li -3.5745 -0.7890 1.5554 0.97 0.46 -0.05
H -2.3865 0.1337 -0.6840 3.48 1.03 0.51

=====

No. 10
8
Properties=species:S:1:pos:R:3:forces:R:3 method="wB97M-V/def2-TZVPD" total_charge=+1 homo_ev=-15.94 energy_ev=-4655.5218 gap_ev=9.98 e_above_lowest_kcal_mol=10.5 multiplicity=1 smiles="C#[N+]C=C"
C 1.5000 0.9695 -0.8439 -3.15 -1.57 -0.38
C -0.7108 -0.6578 1.0391 0.47 -0.10 0.64
C -0.6055 -0.0594 -0.1484 -4.14 -2.34 -0.94
N 0.4764 0.4620 -0.6492 5.61 3.24 -0.13
H 2.3460 1.3274 -1.3480 1.19 0.54 -0.15
H -1.6488 -1.2285 0.9978 0.45 0.19 1.27
H 0.0524 -0.6277 1.9189 -1.61 -0.19 -1.88
H -1.4096 -0.1854 -0.9665 1.18 0.23 1.58

=====

No. 11
9
Properties=species:S:1:pos:R:3:forces:R:3 method="wB97M-V/def2-TZVPD" total_charge=0 homo_ev=-8.95 energy_ev=-6155.8671 gap_ev=9.86 e_above_lowest_kcal_mol=0.8 multiplicity=1 smiles=c1c[nH]cn1
C -0.9454 -0.2791 -0.0791 -0.01 -0.30 -0.36
C -0.3859 -0.2204 1.1588 -0.08 0.17 0.09
N 0.9163 0.2079 1.0642 0.20 -0.01 0.37
C 1.1482 0.3799 -0.2020 0.01 -0.10 -0.80
N 0.0567 0.0647 -0.9528 -0.53 0.16 0.21
H -1.9096 -0.5462 -0.4789 -0.06 -0.06 0.32
H -0.8326 -0.4421 2.1138 -0.02 0.02 -0.04
H 2.0589 0.7078 -0.6824 0.04 -0.01 0.28
H -0.1065 0.1276 -1.9416 0.44 0.13 -0.05

=====

No. 12
9
Properties=species:S:1:pos:R:3:forces:R:3 method="wB97M-V/def2-TZVPD" total_charge=0 homo_ev=-10.50 energy_ev=-6153.5740 gap_ev=10.03 e_above_lowest_kcal_mol=53.7 multiplicity=1
C 1.4567 -0.9091 0.0051 -1.11 1.29 -0.93
C 1.0515 0.6124 -0.0036 -4.87 -1.32 -0.55
C -1.1332 0.1803 0.0991 -4.63 -4.98 -1.72
H 1.8805 -1.0924 0.9893 -0.87 -0.60 0.60
H 2.4279 -0.8723 -0.5013 -0.42 -0.40 -0.82
H 0.6557 -1.6577 -0.4578 1.91 1.68 1.41
H 1.8952 1.2046 -0.1622 0.89 1.64 0.05
N -0.2097 1.1794 -0.0248 4.31 -2.91 0.72
N -1.9487 -0.7342 -0.0425 4.80 5.59 1.25

=====

No. 13
9
Properties=species:S:1:pos:R:3:forces:R:3 method="wB97M-V/def2-TZVPD" total_charge=0 homo_ev=-8.93 energy_ev=-6150.3968 gap_ev=9.99 e_above_lowest_kcal_mol=126.9 multiplicity=1
N -0.8968 -1.4792 0.4879 0.22 -0.27 -0.15
C -1.0097 1.5349 -0.2203 0.56 0.61 0.03
C 0.1557 1.4061 0.0444 -0.41 0.75 -0.04
C 1.4621 -1.1456 0.1119 -0.67 -0.38 0.11
N 0.2847 -1.3341 0.1617 0.41 -0.01 0.35
H -1.4910 -0.7825 0.0221 0.37 -0.09 -0.09
H -1.9690 1.9345 -0.4560 -0.14 -0.40 0.00
H 1.1841 1.3983 0.3205 -0.10 -0.21 -0.05
H 2.2798 -1.5324 -0.4722 -0.25 0.00 -0.14

=====

No. 14
9
Properties=species:S:1:pos:R:3:forces:R:3 method="wB97M-V/def2-TZVPD" total_charge=0 homo_ev=-9.87 energy_ev=-6153.0842 gap_ev=10.76 e_above_lowest_kcal_mol=65.0 multiplicity=1 smiles="[H]/N=C/[C@H]1C=N1"
C -0.5552 -0.3960 -1.6101 0.49 0.64 0.74
C 0.0255 -0.0249 0.9701 0.68 0.09 -3.26
C 0.1522 0.3523 -0.5898 -0.73 -0.48 2.89
N -1.1739 0.6304 -1.2633 -0.32 -0.20 -0.60
N 1.0090 0.2698 1.6810 0.60 0.29 0.53
H -0.5438 -1.2314 -2.2666 -0.35 -0.42 -0.46
H -0.8630 -0.6066 1.2245 -0.14 0.11 0.25
H 0.9690 1.0243 -0.8023 0.17 0.03 -0.04
H 0.9801 -0.0180 2.6565 -0.40 -0.07 -0.05

=====

No. 15
9
Properties=species:S:1:pos:R:3:forces:R:3 method="wB97M-V/def2-TZVPD" total_charge=0 homo_ev=-8.10 energy_ev=-6150.7010 gap_ev=8.30 e_above_lowest_kcal_mol=119.9 multiplicity=1
C 0.1401 0.2768 -1.0169 1.41 0.98 0.94
C 0.1320 -0.9575 -0.4228 0.57 -1.85 -1.27
N 0.4531 -1.1309 0.9886 -2.15 0.31 -1.51
C -0.1146 0.0185 1.0451 0.19 2.75 1.42
N 0.3121 1.1461 0.1566 -0.56 -2.28 1.43
H 0.9027 0.4169 -1.7815 -1.03 0.08 -1.00
H -0.3982 -1.8005 -0.8541 1.22 -0.61 -0.36
H -1.0849 0.1421 1.5386 0.55 0.54 1.10
H -0.3424 1.8885 0.3464 -0.20 0.09 -0.74

=====

No. 16
9
Properties=species:S:1:pos:R:3:forces:R:3 method="wB97M-V/def2-TZVPD" total_charge=0 homo_ev=-9.96 energy_ev=-6154.5233 gap_ev=11.08 e_above_lowest_kcal_mol=31.8 multiplicity=1 smiles=C#CC.N#N
C 0.1230 -1.5597 0.0857 -0.35 1.19 -0.78
C -0.5008 -0.5385 -0.0606 -0.15 0.06 1.17
C -1.2903 0.6974 -0.0184 -1.06 -1.58 2.45
N 3.0422 -0.1453 -0.1063 -0.47 1.09 0.17
N 2.5600 0.8275 0.0477 0.58 -1.02 -0.17
H 0.8641 -2.2780 -0.0893 0.32 -0.83 0.22
H -1.1463 1.3776 0.8175 1.39 0.29 -0.28
H -2.3235 0.5073 0.2752 -0.36 -0.81 -0.56
H -1.3283 1.1118 -0.9515 0.10 1.61 -2.21

=====

No. 17
10
Properties=species:S:1:pos:R:3:forces:R:3 method="wB97M-V/def2-TZVPD" total_charge=0 homo_ev="-8.97 / -8.97" energy_ev=-8198.6635 gap_ev="8.53 / 8.53" e_above_lowest_kcal_mol=120.4 multiplicity=1
O 1.0393 1.3556 -0.1748 -0.05 -0.08 -0.01
C -0.1760 0.9412 -0.3508 0.08 -0.13 0.01
C -0.3632 -0.1344 -1.3186 0.01 -0.10 -0.13
N -0.2030 -1.2353 -0.6473 0.04 0.24 0.01
C -0.0252 -0.8567 0.6923 -0.19 -0.30 0.13
N -0.6398 0.4160 0.8577 0.19 0.09 0.07
H 1.3014 0.1863 0.3873 -0.04 0.22 -0.07
H -0.4079 -0.0817 -2.3992 0.00 0.00 0.17
H -0.1232 -1.6307 1.4499 -0.01 0.11 -0.12
H -0.2843 0.9561 1.6386 -0.04 -0.06 -0.06

=====

No. 18
10
Properties=species:S:1:pos:R:3:forces:R:3 method="wB97M-V/def2-TZVPD" total_charge=0 homo_ev=-8.67 energy_ev=-8199.0444 gap_ev=8.51 e_above_lowest_kcal_mol=111.6 multiplicity=1
O 2.3952 0.0255 0.0146 0.02 -0.15 -0.03
C 1.0395 0.1425 0.0191 -0.17 0.17 0.01
N 0.3342 -1.0648 -0.1326 -0.37 0.19 0.03
N -0.9014 -0.8978 -0.1184 0.30 -0.07 -0.01
C -1.0600 0.9791 0.1183 -0.01 -0.02 0.02
C 0.2903 1.2493 0.1499 -0.01 -0.26 -0.03
H 2.6051 -0.9093 -0.1146 0.02 0.14 0.02
H -1.4165 -1.7729 -0.2217 0.01 0.11 0.01
H -1.6351 1.0069 1.0482 0.10 -0.04 -0.14
H -1.6513 1.2416 -0.7628 0.11 -0.07 0.11

=====

No. 19
10
Properties=species:S:1:pos:R:3:forces:R:3 method="wB97M-V/def2-TZVPD" total_charge=0 homo_ev=-9.21 energy_ev=-8201.5800 gap_ev=9.81 e_above_lowest_kcal_mol=53.2 multiplicity=1 smiles="N=C=C(N)C=O"
N 1.5343 -0.0205 -0.1923 0.10 -0.30 0.05
C 0.1240 -0.1159 -0.0076 -0.33 0.17 0.13
C -0.7239 -1.3062 -0.0226 -0.27 -0.06 0.03
O -1.9263 -1.2606 0.1561 0.41 -0.24 -0.17
N -1.0772 2.0376 0.5993 0.87 -0.33 -0.01
C -0.5369 1.0101 0.2602 0.05 0.60 0.15
H 2.0836 -0.3992 0.5689 -0.10 -0.05 -0.05
H 1.8367 -0.4264 -1.0693 -0.02 0.07 0.11
H -0.1925 -2.2679 -0.1720 -0.04 0.03 -0.04
H -1.1216 2.7489 -0.1207 -0.68 0.13 -0.18

=====

No. 20
10
Properties=species:S:1:pos:R:3:forces:R:3 method="wB97M-V/def2-TZVPD" total_charge=0 homo_ev=-10.67 energy_ev=-8200.8518 gap_ev=11.16 e_above_lowest_kcal_mol=70.0 multiplicity=1
O 1.8310 -1.0835 -0.1758 -0.16 0.49 -0.16
C 1.4956 0.0330 -0.4968 0.06 -0.24 0.12
N 0.3302 0.6400 -0.0854 0.02 0.02 -0.03
C -0.6484 -0.0631 0.6366 0.40 0.00 0.40
C -2.1101 -0.0554 -0.3522 0.02 -0.88 -0.19
N -1.7728 -1.1983 -0.3749 -0.36 0.82 -0.04
H 2.1034 0.6971 -1.1360 -0.04 -0.12 0.06
H 0.0862 1.5411 -0.4715 0.08 -0.15 0.03
H -0.2314 -1.0035 0.9936 -0.03 0.14 -0.04
H -1.0838 0.4927 1.4624 0.02 -0.08 -0.14